Record 1
The following is a DFT calculation (wB97M-V/def2-TZVPD) of a molecular structure, C28H36P2SiTi at a distorted geometry.

The geometry in XYZ format:
```
68
Properties=species:S:1:pos:R:3:lowdin_charge:R:1
C 3.031 -0.684 -3.168 -0.312
C -0.972 -1.868 -0.120 -0.171
C -2.658 -1.885 4.248 -0.274
C 4.946 -2.631 -3.842 -0.090
H -0.108 0.797 5.063 0.033
P -0.935 1.554 1.838 0.868
H -2.574 -2.300 1.362 0.093
C 0.441 -2.173 -0.119 -0.184
H -0.314 -0.887 5.672 0.058
H -0.778 1.784 -7.838 0.100
C 4.424 -1.789 -4.829 -0.088
C -2.615 1.833 2.568 -0.353
H -0.300 -1.020 -4.587 0.101
H 4.749 -1.887 -5.862 0.100
H 1.001 2.416 2.903 0.034
H 0.787 0.606 0.333 -0.005
C -0.832 -0.016 5.216 -0.241
C 0.494 2.428 -6.212 -0.091
H 0.532 2.331 -0.032 0.040
H 1.750 2.788 -4.479 0.104
H -4.459 -0.033 4.812 0.097
H -3.461 -2.087 3.532 0.049
C -1.516 -2.278 1.131 -0.226
H 1.126 -2.115 -0.963 0.065
H -1.650 0.340 5.874 0.045
H -3.122 3.836 1.949 0.105
H -5.952 1.932 4.610 0.107
P -1.641 -0.509 3.631 0.825
H -0.507 -3.282 2.909 0.086
C -0.010 1.400 0.194 -0.311
H 2.722 -1.079 1.722 -0.021
C -0.126 -0.026 -5.019 -0.110
H 0.536 -0.709 -2.235 -0.015
H -0.478 2.982 3.740 0.051
C 3.712 -1.393 -2.151 -0.107
H 2.047 -0.751 3.350 -0.014
H -5.278 3.881 3.201 0.105
C -0.660 0.300 -6.273 -0.087
H -2.041 -2.784 4.360 0.040
C -4.997 1.936 4.072 -0.073
H 5.111 -2.981 -1.720 0.102
C -4.157 0.808 4.184 -0.081
C -4.617 3.013 3.267 -0.083
Si 1.487 0.281 -2.748 0.754
H 3.534 -1.135 -1.098 0.102
C 3.507 -0.784 -4.491 -0.093
H 3.162 -0.063 -5.245 0.103
C 2.027 -0.408 2.291 -0.273
H -1.299 -0.417 -6.787 0.101
H 0.002 3.738 2.197 0.040
H 0.751 3.378 -6.683 0.100
H 2.428 0.615 2.210 -0.033
C -0.433 -2.833 1.931 -0.259
C -0.357 1.528 -6.869 -0.090
Ti 0.066 -0.773 1.689 0.334
C -0.014 2.800 2.761 -0.271
H -3.113 -1.618 5.213 0.039
C 1.034 2.110 -4.958 -0.107
C 0.712 0.883 -4.344 -0.339
H 1.711 -3.208 1.467 0.112
C 0.754 -2.813 1.131 -0.191
C -3.417 2.976 2.542 -0.086
H 5.652 -3.412 -4.108 0.100
H -1.591 -1.516 -0.940 0.104
H 1.686 1.374 -1.742 -0.011
C 4.622 -2.399 -2.500 -0.086
C -2.960 0.782 3.474 -0.355
H -0.600 1.113 -0.686 0.034
```

Calculated values
Spin multiplicity   3
⟨S²⟩   2.008
Energy   -79186.695 eV



Record 2
The following is a DFT calculation (wB97M-V/def2-TZVPD) of 9 unconnected molecules or ions with the total composition C22H57F2N8O14S2 at a distorted geometry.

The geometry in XYZ format:
```
105
Properties=species:S:1:pos:R:3:lowdin_charge:R:1
H 1.484 3.265 -4.422 0.119
H -0.582 -2.138 6.287 0.159
H -4.467 2.200 1.787 0.109
O -4.567 -3.185 0.203 0.150
H 8.035 -2.186 -1.033 0.112
N 5.841 0.307 -0.165 0.106
H -3.827 1.688 0.180 0.097
S -0.232 0.670 -0.710 0.389
H 0.344 -2.867 8.388 0.114
H -3.685 -0.664 -0.658 0.078
C -0.547 -3.427 8.105 0.092
H 6.776 -2.306 0.207 0.091
C 2.177 -1.626 -3.557 -0.292
O -1.497 1.668 -4.611 0.035
H -1.916 -3.014 6.616 0.175
C 4.439 0.002 -0.753 0.035
C -5.282 -2.905 -0.731 -0.355
H 2.201 5.117 3.160 0.115
H 5.886 -0.042 0.782 0.167
H 0.597 0.596 3.164 0.077
H -1.342 -2.912 8.643 0.109
O 1.070 1.191 -0.470 -0.281
N 2.188 -0.902 -4.913 0.114
H -1.999 2.172 -3.966 0.086
H 1.050 5.448 -3.435 0.193
N -0.853 -0.137 0.429 -0.255
N -0.906 -3.032 6.627 0.101
H -2.062 0.434 1.188 0.004
O 7.390 -0.002 -1.997 0.162
H -4.827 -2.512 -2.739 0.194
H 1.945 1.432 3.891 0.102
H 3.111 3.219 2.229 0.163
H 3.732 0.398 -0.024 0.071
H 4.316 0.543 -1.691 0.102
H 6.050 1.296 -0.178 0.180
C 0.228 -3.731 4.383 0.030
O -0.658 0.407 -2.078 -0.235
O -3.494 0.981 -4.558 -0.016
N 0.550 4.678 -3.014 0.141
H 0.021 -0.673 -4.685 0.104
C -0.497 -4.145 5.695 -0.329
O -4.721 -0.280 2.728 0.205
C -2.927 -1.770 2.487 0.006
C 1.501 1.159 2.934 0.051
H 0.705 -3.150 -4.022 0.106
H 0.982 5.417 1.891 0.096
H -2.870 2.775 1.282 0.080
C 1.084 2.528 2.249 -0.314
H -2.860 -2.021 -1.423 0.081
C 1.650 -3.070 -3.485 0.042
C -3.612 -0.453 2.332 -0.389
C 1.957 4.979 2.106 0.051
C -3.601 -1.237 -1.581 0.034
H 0.791 2.506 -3.137 0.067
H -6.790 -3.991 0.108 0.115
C -2.428 0.896 -5.108 -0.925
C 1.326 3.430 -3.356 0.018
H 1.239 -3.476 -2.560 0.084
N -4.906 -1.973 -1.888 0.135
H 0.589 0.078 -6.136 0.125
C -6.645 -3.481 -0.845 0.043
O -0.633 -5.344 5.957 0.175
H -2.216 0.970 2.649 0.157
H 2.222 -1.559 -5.680 0.177
H 2.266 3.452 -2.805 0.104
C 7.534 -1.652 -0.225 0.043
C -3.577 1.948 1.209 0.078
H -2.587 -2.184 1.537 0.063
H 2.375 -3.807 -3.831 0.110
N 2.235 3.455 1.787 0.124
O 1.490 -1.341 0.204 -0.263
O 1.223 4.691 -0.734 0.147
O 2.370 -0.992 -2.536 0.090
F -0.328 -2.379 1.261 -0.186
F -1.145 1.940 -0.528 -0.182
H 0.655 -2.729 4.416 0.071
H -3.457 -0.631 -2.476 0.097
H 1.179 0.754 -4.548 0.072
O -0.507 -2.287 -1.090 -0.239
H 2.111 0.574 2.245 0.075
H -1.616 5.738 -1.735 0.119
H -7.328 -2.632 -0.823 0.114
O -2.317 0.209 -6.193 -0.048
N -2.773 0.730 1.842 0.100
H -0.426 -3.730 3.511 0.073
H -2.108 -1.615 3.190 0.083
H 3.005 -0.338 -5.097 0.179
C 0.869 -0.131 -5.104 0.050
H -0.337 4.759 -3.489 0.176
H 4.243 -1.067 -0.837 0.105
H -1.021 5.528 -0.142 0.109
H 2.553 5.641 1.477 0.106
H -6.898 -4.071 -1.726 0.123
H 2.568 3.314 0.844 0.144
S 0.064 -1.488 -0.008 0.591
H -5.620 -1.291 -2.102 0.186
C 6.934 -0.399 -0.907 -0.335
H 8.251 -1.424 0.564 0.113
C -1.117 5.010 -1.096 0.052
H -0.631 -4.509 8.208 0.116
H -1.752 4.136 -0.949 0.092
H -3.619 -2.554 2.793 0.114
O -0.058 2.880 2.035 0.128
C 0.306 4.781 -1.488 -0.336
H 0.964 -4.527 4.265 0.110
```

Calculated values
Charge   +5
Energy   -91370.842 eV



Record 3
The following is a DFT calculation (wB97M-V/def2-TZVPD) of 2 unconnected molecules or ions with the total composition CHF3NO2S at a distorted geometry.

The geometry in XYZ format:
```
9
Properties=species:S:1:pos:R:3:lowdin_charge:R:1
F -0.941 0.874 1.998 0.119
F -0.863 2.712 0.837 0.071
H -0.800 0.839 -0.125 0.149
O 2.064 -0.838 -2.024 -0.483
O 2.345 -2.945 -0.799 -0.472
C -1.151 1.383 0.793 -0.516
F -2.437 1.276 0.515 0.086
N 0.286 -1.550 -0.209 -0.379
S 1.497 -1.753 -0.986 0.426
```

Calculated values
Charge   -1
Energy   -25626.011 eV